Formula: C29H36N2ORhSSi2
Source: the OMol25 dataset
Level of theory: ωB97M-V/def2-TZVPD

XYZ file:
```
72
Properties=species:S:1:pos:R:3:forces:R:3
Rh -0.197550 0.505705 0.692833 0.2184 0.4608 0.2702
C 3.504253 -0.165280 1.857833 0.0059 -0.0611 0.0111
C 2.464802 -1.236716 1.955528 -0.0912 -0.0664 0.0434
C 2.803886 -2.564944 2.294529 0.0282 0.0418 0.0306
C 1.817300 -3.529757 2.407434 0.1064 -0.0382 0.0133
C 0.496782 -3.183281 2.199833 -0.0826 0.0719 0.0668
C 0.212213 -1.851177 1.844419 -0.1837 -0.2274 -0.0419
N 1.211231 -0.914683 1.718447 0.1829 -0.1892 -0.0945
N -0.976710 -1.349535 1.522807 0.0921 0.3407 0.0757
Si -2.677347 -1.700700 1.873878 -0.2004 -0.0899 -0.0067
C -3.203500 -3.339664 1.181661 0.1093 -0.1322 -0.0445
C -3.659259 -0.303054 1.125002 -0.0185 -0.0120 -0.0522
C -2.820804 -1.706314 3.729879 0.1234 0.0360 0.0852
H 4.258654 -0.421624 1.112259 -0.0172 -0.0002 -0.0028
H 4.012455 -0.046551 2.816626 0.0113 -0.0055 -0.0238
H 3.037344 0.777589 1.584769 0.0023 0.0250 -0.0049
H 3.843353 -2.818038 2.457961 -0.0194 0.0086 -0.0104
H 2.081031 -4.549417 2.655511 0.0027 0.0147 0.0070
H -0.306483 -3.903464 2.275867 0.0239 0.0258 0.0071
H -3.145968 -3.364472 0.091404 -0.0059 -0.0004 0.0276
H -4.243532 -3.514721 1.469005 0.0059 -0.0308 -0.0431
H -2.606395 -4.165118 1.577326 -0.0641 0.0022 -0.0295
H -4.206385 -0.619351 0.234006 0.0321 -0.0040 0.0234
H -3.013082 0.525509 0.827394 0.0251 0.0571 0.0025
H -4.386904 0.089719 1.839272 0.0046 -0.0372 -0.0202
H -2.200921 -2.481830 4.186903 -0.0340 0.0245 -0.0108
H -3.859758 -1.893394 4.011054 0.0181 0.0171 0.0263
H -2.523945 -0.741994 4.150957 -0.0376 -0.0478 0.0108
C -0.928328 2.767500 4.506979 -0.0500 -0.0361 -0.0428
S 0.456602 2.404137 3.440595 0.0953 -0.1239 -0.0684
C 1.224310 4.014221 3.467650 0.0055 0.0334 0.0188
O -0.139120 2.292101 2.049103 -0.2018 -0.0275 0.0647
H -0.565336 3.084920 5.484416 0.0075 -0.0101 -0.0236
H -1.510541 1.853287 4.604538 -0.0181 0.0248 0.0228
H -1.519036 3.547077 4.026688 -0.0177 -0.0012 0.0546
H 1.782750 4.113608 4.398844 -0.0242 0.0363 -0.0235
H 0.463579 4.788504 3.378708 0.0377 -0.0003 -0.0467
H 1.902880 4.048132 2.617455 0.0247 0.0050 0.0291
C -3.522328 1.366966 -4.573068 0.0100 -0.0077 0.0093
C -2.662298 0.290746 -4.743861 0.0311 -0.0158 0.0164
C -1.602877 0.098718 -3.865541 -0.0794 0.0785 -0.0106
C -1.384072 0.985983 -2.806969 -0.1350 0.0438 0.1125
C -2.259325 2.066458 -2.652335 -0.0219 -0.0276 -0.0526
C -3.319615 2.257985 -3.527394 0.0329 0.0012 0.0314
Si 0.075235 0.779102 -1.663013 0.0544 -0.1954 -0.5216
C 0.623182 -1.027314 -1.708149 -0.0259 0.0439 -0.0186
C -0.318007 -2.046840 -1.503907 0.0224 -0.0768 -0.0557
C 0.051275 -3.383944 -1.544041 -0.0005 0.0513 0.0217
C 1.376997 -3.728489 -1.778118 -0.0269 -0.0057 0.0122
C 2.325956 -2.733679 -1.980215 0.0130 0.1039 0.0430
C 1.954861 -1.394940 -1.943747 -0.0196 -0.1578 0.1054
C 1.479457 1.874061 -2.224816 0.0327 0.0309 0.0692
C 1.459777 2.449603 -3.497685 0.0731 0.0407 0.0259
C 2.548682 3.177255 -3.963055 -0.0455 -0.0062 0.0059
C 3.668910 3.345665 -3.161995 -0.0164 -0.0169 0.0042
C 3.698762 2.794042 -1.887070 -0.0195 -0.0055 0.0110
C 2.610008 2.069287 -1.425595 0.0170 0.0492 -0.0623
H -4.350810 1.511661 -5.254888 0.0196 0.0039 0.0021
H -2.813686 -0.399191 -5.564918 -0.0046 0.0103 0.0214
H -0.937793 -0.744425 -4.011886 -0.0050 -0.0029 -0.0021
H -2.107914 2.770644 -1.839811 -0.0076 -0.0094 -0.0151
H -3.985819 3.101552 -3.395887 0.0073 -0.0204 0.0005
H -1.358860 -1.787626 -1.330688 0.0224 0.0065 -0.0552
H -0.694579 -4.157691 -1.406108 0.0061 0.0016 0.0072
H 1.667102 -4.771011 -1.819502 -0.0012 0.0127 0.0021
H 3.356776 -3.002365 -2.177294 -0.0200 0.0027 -0.0141
H 2.704293 -0.630598 -2.116490 -0.0236 0.0033 -0.0101
H 0.589597 2.325495 -4.132313 0.0212 -0.0023 0.0010
H 2.520974 3.613084 -4.953778 0.0051 -0.0083 0.0121
H 4.518059 3.907281 -3.529414 -0.0088 0.0080 0.0073
H 4.569693 2.932141 -1.257877 -0.0108 -0.0045 -0.0061
H 2.635865 1.643456 -0.427948 0.0072 -0.0134 0.0013
```
Positions in Å, forces in eV/Å.

Summary:
multiplicity	5
total charge	+1
HOMO level (alpha / beta)	-9.449 / -11.162	eV
<S²>	6.0503
ΔE to the lowest compared entry with this formula, charge and spin	26.20	kJ/mol

Mulliken population analysis, charges in e, atoms 1 to 2: -0.067 -1.274

Formula: C29H36N5O2P
Source: the OMol25 dataset
Level of theory: ωB97M-V/def2-TZVPD

XYZ file:
```
73
Properties=species:S:1:pos:R:3:forces:R:3
C 6.987411 2.741411 0.700850 0.0920 0.0705 0.2222
C 5.573356 3.244613 0.683205 -0.1813 -0.1993 0.1642
O 5.242775 4.368693 0.943597 0.0139 0.2521 -0.2025
O 4.697706 2.273705 0.342280 0.3898 -0.0009 -0.4180
C 3.648741 2.623702 -0.589995 -0.4425 -0.0660 -0.0781
C 2.261178 2.489923 0.015373 0.0470 0.2788 -0.0432
P 1.468421 4.182745 0.425786 -0.0132 -0.0680 0.0334
H 7.279137 2.469820 -0.314883 -0.0459 -0.0442 0.0264
H 7.071602 1.855241 1.330143 -0.0330 -0.0221 -0.0737
H 7.643763 3.523872 1.072179 0.0020 -0.0248 0.0096
H 3.822458 3.639663 -0.966943 0.0614 -0.0038 0.1394
H 3.768885 1.953317 -1.440027 0.1088 -0.0457 0.0716
H 2.299428 1.870401 0.916208 0.0154 -0.0231 -0.0563
H 1.604419 2.006970 -0.714218 -0.0517 -0.1343 0.1702
H 1.118209 4.359728 -0.941046 0.0455 0.0415 -0.0334
H 0.577058 3.556811 1.353266 -0.0135 -0.0307 -0.0009
H 2.718662 4.733112 0.801564 0.0167 0.0028 0.0526
H 0.814260 5.463630 0.729073 -0.0038 0.0031 -0.0023
C -1.572734 -2.133758 -0.384872 -0.0297 -0.0019 -0.0015
C -1.648497 -1.472237 -1.600363 -0.0423 -0.0238 0.0198
C -0.621648 -0.604196 -1.943057 0.0173 -0.0159 0.0292
N 0.438089 -0.374428 -1.169683 -0.0125 0.0232 -0.0455
C 0.498178 -1.019029 -0.006529 -0.0025 0.0286 -0.0029
C -0.477309 -1.902199 0.430899 0.0066 -0.0216 0.0092
H -2.352830 -2.815646 -0.070273 0.0055 -0.0003 0.0108
H -2.491881 -1.612899 -2.263031 0.0105 0.0413 -0.0209
H -0.650974 -0.064029 -2.883296 -0.0072 -0.0130 -0.0048
H 1.370282 -0.811544 0.605385 -0.0048 -0.0051 0.0050
H -0.386010 -2.399216 1.386895 0.0002 0.0092 0.0043
C -6.589296 -0.976728 -0.387947 -0.0163 -0.0122 -0.0115
C -6.602211 -1.907333 -1.414789 0.0195 -0.0031 0.0241
C -5.785038 -1.688636 -2.514948 0.0191 0.0113 0.0071
N -4.991382 -0.627666 -2.643348 -0.0054 -0.0195 -0.0277
C -5.000023 0.265199 -1.654368 0.0476 -0.0710 -0.0260
C -5.772507 0.134435 -0.511170 0.0149 0.0711 -0.0106
H -7.199846 -1.105463 0.496330 0.0034 0.0142 0.0029
H -7.225815 -2.790085 -1.366579 0.0006 -0.0005 -0.0094
H -5.760836 -2.401982 -3.332070 -0.0183 0.0011 0.0013
H -4.341489 1.117866 -1.780716 -0.0161 0.0101 0.0124
H -5.732844 0.878395 0.270995 -0.0065 -0.0174 0.0128
C 7.268760 4.276472 -4.515952 -0.0037 -0.0011 0.0011
C 7.380182 2.946220 -4.143498 0.0006 0.0093 0.0067
C 6.223077 2.249808 -3.826204 -0.0124 0.0059 0.0110
N 5.007126 2.790266 -3.858663 -0.0115 -0.0064 0.0232
C 4.914495 4.068654 -4.216539 0.0050 -0.0108 0.0125
C 6.009017 4.851601 -4.554230 0.0121 -0.0029 0.0046
H 8.147690 4.854280 -4.771264 -0.0004 -0.0001 0.0011
H 8.342432 2.454223 -4.098715 -0.0037 -0.0047 -0.0018
H 6.271596 1.207354 -3.529531 0.0107 0.0010 -0.0070
H 3.913899 4.487185 -4.230494 0.0055 0.0075 -0.0123
H 5.872437 5.886274 -4.837511 -0.0060 -0.0002 0.0049
C -3.897440 -0.618325 4.697142 -0.0015 0.0007 -0.0042
C -4.823185 -1.547115 4.250285 0.0105 0.0012 0.0031
C -5.763476 -1.143815 3.314518 0.0185 0.0123 -0.0197
N -5.828350 0.089858 2.818336 -0.0158 -0.0168 0.0300
C -4.933167 0.971731 3.257974 -0.0131 -0.0036 -0.0136
C -3.952754 0.670156 4.191196 0.0083 -0.0128 0.0001
H -3.144941 -0.894659 5.424288 0.0000 -0.0007 -0.0014
H -4.816722 -2.565715 4.613167 0.0015 -0.0030 -0.0115
H -6.498164 -1.848542 2.939244 -0.0002 -0.0056 0.0169
H -5.002204 1.970159 2.839073 0.0065 0.0041 0.0133
H -3.249656 1.428634 4.507060 -0.0040 0.0050 -0.0049
C -0.715521 -7.408400 1.880406 -0.0005 0.0019 0.0002
C 0.001670 -6.382938 2.474958 -0.0019 -0.0079 -0.0061
C -0.603977 -5.142081 2.603760 -0.0181 0.0007 -0.0012
N -1.840408 -4.877848 2.186868 0.0176 0.0255 -0.0064
C -2.517525 -5.872859 1.618065 -0.0082 0.0256 -0.0031
C -2.003942 -7.149164 1.442192 0.0084 -0.0048 0.0051
H -0.278138 -8.391078 1.760200 -0.0001 0.0010 -0.0007
H 1.011036 -6.536444 2.831370 -0.0008 0.0066 0.0026
H -0.070089 -4.318024 3.065273 0.0096 -0.0112 0.0051
H -3.522151 -5.634594 1.285246 0.0001 -0.0123 -0.0038
H -2.602459 -7.917453 0.972102 -0.0039 0.0061 -0.0028
```
Positions in Å, forces in eV/Å.

Summary:
total charge	0
HOMO level	-7.690	eV
SMILES	CC(=O)OCC[PH4].c1ccncc1.c1ccncc1.c1ccncc1.c1ccncc1.c1ccncc1

Mulliken population analysis, charges in e, atoms 1 to 2: -1.002 0.774

Formula: C29H37BrCdN3O2
Source: the OMol25 dataset
Level of theory: ωB97M-V/def2-TZVPD

XYZ file:
```
73
Properties=species:S:1:pos:R:3:forces:R:3
Cd -15.509669 11.617089 2.077019 -0.6135 -1.5692 -1.3922
Br -15.560723 14.487423 3.592507 0.1162 0.1347 0.1337
C -16.450209 15.181389 2.063872 -0.1101 0.7948 -0.5940
C -16.602354 16.560024 1.989873 1.2752 -0.6565 1.0226
C -17.261091 17.130503 0.912396 -0.0399 1.7077 -0.9701
C -17.776355 16.358827 -0.110802 -0.3713 1.2531 0.6814
C -17.683028 14.981342 -0.020616 0.2183 -1.7893 -0.5241
C -18.319115 14.156976 -1.012836 0.2279 -0.7786 0.5212
C -18.370498 12.783563 -0.852214 -0.2575 1.1824 0.0367
C -17.706034 12.175697 0.217297 0.3322 0.4454 0.4360
C -16.909590 12.893792 1.092164 -0.4612 0.5572 0.2939
C -16.941543 14.324674 1.048361 -1.1460 -0.2490 -0.5179
H -16.070321 17.193848 2.732251 -0.7448 -0.4999 -0.4853
H -17.270144 18.253409 0.864354 -0.2358 -1.2292 -0.0299
H -18.375904 16.802883 -0.914418 0.4229 -0.1028 0.2241
H -18.775820 14.603467 -1.885532 -0.0974 0.2582 0.0612
H -18.938127 12.146587 -1.515970 -0.0118 0.1280 -0.2995
H -17.795671 11.104117 0.322404 0.3855 -0.1192 -0.0569
N -13.331441 11.863682 2.410693 2.3175 -0.1246 1.7080
C -12.298212 11.883994 2.967068 -1.2064 0.6503 -1.6871
N -11.076794 12.066299 3.446192 0.1473 0.6497 -0.8729
C -10.119477 13.066794 2.861520 -0.9824 0.8645 0.2352
C -8.838802 12.410707 2.337664 0.0362 -0.2910 0.8577
O -8.409237 11.269000 3.125026 -1.0330 0.8867 0.6724
C -9.006177 11.297369 4.445945 -0.2055 0.3327 -0.7218
C -10.529127 11.119130 4.372858 0.2726 -1.4906 1.1133
H -9.906127 13.817104 3.653811 -0.1250 -0.4181 -0.4605
H -10.622069 13.617944 2.016211 0.4023 -0.6801 0.9431
H -7.999756 13.126400 2.326016 -0.4308 0.0070 -0.1161
H -9.082454 12.098959 1.339955 0.3694 -0.5894 -0.5147
H -8.829637 12.255644 4.997401 0.3735 -0.6400 -0.4887
H -8.555826 10.464740 4.974520 -0.0056 0.0414 0.1967
H -10.949923 11.219956 5.396065 0.2015 0.3534 -0.3618
H -10.807519 10.086055 4.095789 0.3102 0.3916 -0.2975
C -13.973357 11.311307 -2.514016 -1.4337 0.9840 -0.7980
C -14.553834 9.905557 -2.344235 0.3758 -0.6538 0.1168
C -16.104796 9.774983 -2.510296 0.7742 1.3843 0.1652
C -13.992187 9.272101 -1.081068 -1.1166 -1.2418 -0.0730
C -12.723326 8.757108 -1.069205 0.1164 -0.4713 0.2991
C -12.246486 8.102399 0.088508 1.0432 0.4214 -0.3608
C -13.067367 7.855244 1.184871 -0.6498 -0.3704 0.0195
C -14.426159 8.158234 1.187609 0.5675 -0.2978 -1.1177
C -15.419118 7.559950 2.190837 0.3154 0.2790 -1.2598
C -16.888673 7.512032 1.680583 0.1610 1.2523 -0.2454
C -15.232734 8.139879 3.576874 -0.8708 0.2776 1.0473
C -14.831616 9.155366 0.153694 2.8434 -0.8384 0.9814
N -15.603931 10.087683 0.472669 -2.3617 2.7725 0.7694
H -14.013920 11.586292 -3.615733 0.4035 0.0001 1.1623
H -12.985120 11.346155 -2.073886 0.4175 -0.0257 -0.4267
H -14.556464 12.079289 -1.957314 0.0955 -0.4975 -0.2731
H -14.067379 9.326206 -3.162541 -0.4355 0.1183 0.2571
H -16.594925 10.701886 -2.108701 0.3086 -0.9829 -0.1931
H -16.476670 8.895593 -1.985698 -0.0272 0.0992 -0.0177
H -16.331683 9.708036 -3.577436 -0.1428 -0.0659 -0.0361
H -12.037970 8.804265 -1.946288 -0.6310 0.1778 0.4942
H -11.214013 7.768238 0.097106 0.0332 -0.0138 0.1423
H -12.572449 7.391414 2.038270 -0.2661 -0.3592 0.1125
H -15.180066 6.486987 2.265874 0.1900 0.1174 0.0761
H -17.410988 8.505012 1.572322 0.8329 -0.8169 0.1797
H -17.437348 6.919434 2.394871 -0.4738 -0.4066 0.2317
H -16.928287 7.036234 0.684700 0.0824 0.1055 0.4373
H -15.222923 9.244321 3.594460 -0.1480 -0.4353 -0.2436
H -14.272604 7.823139 4.016937 -0.3889 -0.0828 -0.0689
H -16.101796 7.814968 4.219872 0.8872 0.1786 -0.1305
C -18.883163 12.067884 4.957222 -1.0556 -0.9304 -0.2665
C -18.009137 10.835864 4.717196 -0.0412 0.1606 -0.5819
O -16.658793 11.302598 4.402093 -0.5781 -0.7275 0.4159
H -19.921970 11.692133 5.238246 1.1449 0.7323 -0.2704
H -18.943087 12.714663 4.057563 0.0573 -0.5030 0.4769
H -18.444651 12.640436 5.764903 -0.1480 0.2267 0.2700
H -18.405475 10.227813 3.869326 0.6389 0.5989 0.3243
H -18.036637 10.142607 5.581440 0.3568 0.4866 -0.2355
H -16.119568 11.289749 5.202705 -0.2074 -0.0635 -0.1268
```
Positions in Å, forces in eV/Å.

Summary:
total charge	-1
HOMO level	-1.244	eV

Mulliken population analysis, charges in e, atoms 1 to 2: 0.830 -0.227

Among the records above, which one has the highest total charge? C29H36N2ORhSSi2

What is the formula in the second record? C29H36N5O2P

What is the formula in the first record? C29H36N2ORhSSi2

The lowest total charge belongs to which entry? C29H37BrCdN3O2